No. 1
{
  "formula": "C26H40AgAsN6O3SSi2",
  "method": "the ωB97M-V functional and the def2-TZVPD basis",
  "total_charge": -2,
  "e_above_lowest_ev": 2.7506,
  "symbols": ["H", "H", "C", "H", "H", "C", "H", "C", "H", "C", "C", "H", "H", "H", "H", "C", "C", "H", "H", "H", "Ag", "H", "C", "N", "N", "N", "H", "As", "H", "H", "H", "C", "H", "H", "C", "H", "C", "C", "O", "H", "N", "H", "N", "N", "C", "C", "Si", "H", "H", "H", "C", "H", "H", "H", "Si", "H", "C", "C", "S", "C", "H", "C", "H", "H", "H", "O", "C", "C", "C", "H", "C", "C", "H", "O", "H", "C", "C", "H", "H", "H"],
  "positions_angstrom": [[-1.88732, 2.89461, -1.51905], [-0.60002, -5.13729, -1.04915], [1.60158, 3.92021, 5.99985], [-1.84792, 1.26201, -7.00965], [-1.66832, -3.17429, 2.14825], [1.57458, 2.17481, 4.34575], [4.96288, 2.82011, 2.41425], [0.69408, 2.59331, 2.04645], [-2.78182, 2.02961, -5.68625], [-2.77432, 3.86271, 1.58955], [-2.93792, -0.77169, 0.94535], [-1.43062, -4.37839, 0.90305], [2.33168, -3.31949, -3.46415], [-1.59842, -1.60929, -3.36695], [1.37948, -2.83999, 3.70475], [-3.26772, -1.82499, -0.09795], [0.99428, 3.04071, 3.41235], [5.78238, 1.34281, 2.26065], [-2.01512, -4.20259, -1.49595], [-1.01722, -2.80239, -4.52255], [0.67898, 0.80521, -0.54325], [-3.99972, -1.41689, -0.79145], [-0.96342, -3.90059, 1.75635], [1.62038, 1.99701, 1.29855], [2.83168, 2.05751, 1.79005], [-0.95812, 1.25051, -5.13105], [2.85818, -4.35599, 0.90185], [1.17988, -1.72849, -0.60525], [1.77758, 1.15121, 4.06555], [2.31878, 0.66311, -5.19465], [0.82548, 5.81551, 5.36595], [0.74248, 4.35991, 3.80495], [-3.82482, -0.56009, 1.57315], [-3.58972, 4.29801, 2.15975], [-1.11962, 1.59241, -3.73955], [-0.81962, -4.66309, 2.51925], [1.29668, -2.18529, 2.83995], [-1.63402, 3.43571, 2.22795], [-2.55092, 0.38481, 0.25485], [-2.05932, 0.97911, 0.82635], [-0.07392, 1.45441, -2.94715], [-3.73922, 4.06141, -0.33705], [-0.71442, 2.70561, 0.13655], [5.08158, 1.96551, 1.88505], [1.58958, -4.02649, -3.10435], [0.26048, 0.92721, -5.61715], [0.72818, -3.07409, 1.24185], [-2.67502, 0.26261, -5.78265], [1.27908, -4.64839, -3.94145], [2.07898, -4.66599, -2.37425], [3.87078, 1.30301, 1.63635], [0.32198, 5.04961, 3.08505], [1.83698, 4.25801, 7.00135], [-2.35412, -2.05289, -0.64205], [0.15148, -3.05059, -2.24115], [0.62748, -1.36589, 3.09085], [1.15688, 1.11531, -3.38955], [1.33908, 0.90151, -4.82015], [3.96598, -0.36239, 1.40965], [1.84558, -4.65529, 1.15395], [-3.66132, -2.72599, 0.36435], [1.03468, 4.79181, 5.08175], [2.30078, 1.93061, 6.34135], [1.87518, -5.21019, 2.08925], [1.49708, -5.32899, 0.37515], [2.10478, 0.99301, -2.60645], [-1.04082, -4.53689, -1.83855], [-0.56692, 2.91651, 1.46295], [-2.13032, 1.19701, -5.95665], [-0.02632, -1.41439, -4.10325], [1.86798, 2.61311, 5.62105], [-2.86442, 3.73061, 0.20385], [-1.54642, 3.48551, 3.30455], [-2.23062, 2.00261, -3.42285], [0.30708, 0.70851, -6.68115], [-0.71832, -2.14889, -3.70425], [-1.82182, 3.10371, -0.46195], [2.27238, -1.75079, 2.64335], [-2.13232, -1.12819, 1.59875], [-1.20242, -5.19079, -2.69295]],
  "atomic_forces_ev_per_a": [[0.0, -0.1, -0.2], [0.1, -0.2, 0.2], [0.0, 0.1, 0.0], [0.0, 0.0, 0.0], [-0.1, 0.2, 0.1], [-0.2, 0.0, -0.2], [0.0, 0.0, -0.1], [1.6, -0.8, -0.2], [0.0, -0.1, -0.1], [-0.2, 0.1, -0.6], [-0.2, -0.3, 0.2], [-0.2, -0.1, -0.2], [0.2, 0.2, 0.0], [-0.2, 0.2, 0.1], [-0.1, -0.3, 0.1], [0.2, 0.4, 0.2], [0.3, 0.3, 0.4], [-0.1, 0.0, -0.1], [-0.2, 0.1, 0.1], [0.1, -0.3, 0.0], [0.0, -0.4, -0.2], [-0.1, 0.0, -0.1], [0.4, 0.5, -0.5], [-0.3, 0.2, 0.7], [-0.5, 1.8, 0.5], [-0.1, 0.1, 0.4], [0.2, 0.1, -0.1], [-0.6, -0.4, 0.1], [0.0, -0.1, -0.1], [0.1, -0.1, -0.1], [0.0, 0.1, 0.0], [0.1, -0.3, -0.3], [0.1, -0.1, 0.0], [0.0, -0.1, 0.0], [0.2, -0.2, -1.2], [0.3, -0.1, 0.2], [-0.1, -0.1, -0.6], [0.4, -0.2, 0.0], [-0.2, 0.3, -0.3], [0.1, -0.1, 0.1], [0.1, 0.2, 0.7], [0.0, 0.0, -0.1], [0.3, 0.2, 0.6], [0.0, 0.3, 0.0], [-0.4, 0.5, 0.3], [0.4, 0.0, -0.1], [0.2, -0.8, 0.9], [-0.1, 0.1, -0.1], [-0.2, -0.1, -0.2], [0.1, -0.1, 0.2], [0.8, -1.2, 0.1], [0.0, 0.0, 0.0], [0.0, 0.0, 0.0], [0.0, -0.1, -0.1], [0.0, -1.0, -1.0], [-0.2, 0.2, 0.0], [0.3, 0.1, -0.3], [0.0, -0.1, -0.2], [0.0, -0.1, -0.3], [-0.3, 0.6, -0.1], [0.0, -0.2, 0.0], [0.1, 0.1, 0.3], [0.0, -0.1, 0.0], [-0.1, 0.0, 0.3], [-0.1, -0.1, -0.2], [0.2, 0.0, 0.0], [0.3, 0.7, 0.2], [-1.3, 0.0, -0.6], [-0.3, 0.0, 0.0], [0.1, 0.2, -0.1], [0.0, 0.0, 0.3], [-0.1, 0.2, 0.5], [0.0, 0.1, -0.1], [-0.7, 0.2, 0.3], [0.0, 0.0, 0.1], [0.3, 0.0, 0.7], [-0.3, 0.2, -0.2], [0.1, 0.1, 0.1], [0.0, 0.0, 0.0], [0.1, 0.0, -0.3]],
  "mulliken_charge": [0.12, 0.26, -0.45, 0.33, 0.34, -0.25, 0.22, -0.01, 0.29, -0.66, -0.10, 0.19, 0.34, 0.28, 0.44, -0.74, 0.66, 0.23, 0.33, 0.49, 0.48, 0.49, -1.16, 0.70, -0.94, 0.29, 0.27, -0.01, 0.34, 0.39, 0.36, -0.20, 0.23, 0.40, 0.21, 0.45, -0.91, -0.51, -0.29, 0.12, -0.19, 0.44, -0.32, -0.53, -1.34, 0.14, 0.55, 0.26, 0.37, 0.27, 0.17, 0.53, 0.35, -0.34, 0.19, 0.16, 0.68, -1.00, -0.47, -1.29, 0.40, -0.72, 0.39, 0.40, 0.28, -0.71, -1.27, 0.37, -1.02, -0.06, -0.66, -0.71, 0.56, -0.85, 0.21, -0.74, 0.04, -0.01, 0.01, 0.42]
}

No. 2
{
  "formula": "C27H56NO21PS",
  "method": "the ωB97M-V functional and the def2-TZVPD basis",
  "smiles": "CCCCOC(=O)N(COCCC)[PH2]=S.COC(=O)OC.COC(=O)OC.COC(=O)OC.COC(=O)OC.COC(=O)OC.COC(=O)OC",
  "e_above_lowest_ev": 6.4820,
  "symbols": ["P", "H", "H", "H", "C", "H", "H", "C", "H", "C", "H", "C", "H", "H", "H", "O", "O", "O", "H", "H", "O", "H", "C", "H", "H", "O", "H", "C", "H", "H", "H", "C", "H", "C", "O", "C", "O", "H", "C", "H", "H", "H", "C", "H", "O", "H", "H", "C", "C", "H", "C", "C", "C", "C", "H", "O", "O", "O", "H", "H", "H", "H", "H", "C", "O", "H", "S", "H", "O", "C", "N", "C", "C", "H", "O", "H", "H", "C", "O", "H", "H", "H", "H", "H", "C", "H", "O", "O", "H", "O", "O", "C", "C", "H", "H", "H", "H", "H", "H", "H", "C", "H", "H", "C", "O", "O", "H"],
  "positions_angstrom": [[-5.75504, 0.60405, 2.86543], [3.41825, -2.73074, 0.36217], [-3.40327, 5.08103, -0.62480], [0.28259, -1.68448, 1.00750], [5.37308, -5.40010, -4.07098], [11.17526, -2.93666, -6.44971], [-1.34567, 0.52070, 7.26299], [-0.40108, -2.52320, 0.52076], [-1.19190, -2.67030, -1.67590], [-7.77591, 4.55593, -5.55045], [-1.72174, 0.00804, -2.20154], [-3.28087, 3.40703, -4.98920], [-6.10165, 2.00261, 3.15375], [5.16855, -2.87308, 0.11044], [-2.26885, -2.90540, 1.78754], [5.83987, -4.93172, -1.47468], [-1.87838, -0.49478, 9.68923], [-5.75454, 3.71373, -4.00692], [0.44107, -3.63084, -1.38378], [-5.01146, 3.48072, 0.09844], [-6.46269, 4.39598, -6.08335], [0.24436, 5.71898, 0.34822], [-1.98774, -2.26519, 0.84310], [-2.65842, 3.66035, -1.61461], [-3.48840, 2.40468, -4.60083], [-1.26924, 1.11652, -5.88613], [-2.37556, 3.35825, -5.60049], [4.86250, -4.42850, -2.00615], [-7.78047, 5.30708, -4.75401], [2.62961, -2.87725, 6.82334], [1.28786, 1.95184, 3.88970], [1.23743, 0.86522, 4.00063], [-3.46782, 0.44852, 11.63478], [-0.15803, -2.63512, -1.12429], [9.07539, -3.24358, -4.80713], [-3.93587, 3.03156, 0.22996], [3.34554, -1.10886, 5.99011], [6.37966, -4.97076, -4.10313], [-3.63551, -0.81089, 1.82329], [0.40048, 0.08021, -6.57341], [-8.16321, 3.59954, -5.18455], [-2.33297, -0.19755, 5.97596], [2.32529, -0.87105, 5.12755], [-8.42740, 4.90506, -6.35620], [-3.59386, 3.02414, 1.65993], [6.89298, -1.71155, -4.50461], [3.75965, -3.07163, 5.43308], [7.47673, -1.45464, -3.61478], [-4.06989, -0.36900, 11.22519], [5.39726, -6.41682, -3.66564], [-2.02930, -0.29958, 7.02143], [-5.54386, 3.96316, -5.18350], [-2.96953, -0.34527, 9.16201], [-2.13685, 0.97886, -2.49092], [-3.14732, 1.05685, -2.08049], [-2.34024, -0.83900, 1.07238], [8.81622, -1.11915, -3.97158], [0.05466, 0.85308, -4.02687], [-3.84141, 1.99924, -0.31238], [-4.36037, -1.51782, 1.19129], [11.74640, -3.50141, -4.83650], [4.36340, -2.55722, 7.01987], [0.49493, -1.69752, -1.44743], [4.20851, -3.38304, -0.01936], [4.49820, -4.57399, -3.30522], [0.58736, 1.86856, -6.45312], [-5.59425, -0.27545, 4.59325], [-0.87221, 3.10079, 0.24732], [10.75155, -1.67273, -4.85058], [3.52184, -2.48386, 6.32559], [-4.29363, 0.55016, 1.84681], [-0.43477, 5.26671, -0.50103], [11.59435, -2.63261, -5.48506], [-3.51929, -1.31543, 2.87300], [1.58471, -1.71241, 4.64321], [4.18611, -4.31907, 0.54800], [4.98622, -5.44640, -5.09266], [9.50407, -2.12565, -4.56751], [2.27182, 0.46516, 4.89733], [-2.67291, -2.61326, -0.06651], [-0.39994, 1.15031, -7.74015], [-5.08035, -0.29101, 11.63561], [-6.85409, 0.09557, 2.06322], [12.56556, -2.16344, -5.66468], [-2.83857, 4.04385, -0.50952], [-1.53256, -1.26764, 7.14270], [-4.16128, -0.26399, 9.80578], [-2.22825, 1.08387, -3.91032], [-1.46323, 4.50595, 1.38568], [3.95090, -3.62602, -1.40091], [-3.20227, -0.23133, 7.82997], [-1.03650, 1.00258, -4.55410], [-3.32953, 1.66980, 2.16955], [-3.65477, -1.33982, 11.51456], [-3.10575, 4.11226, -4.17033], [7.46419, -2.27635, -2.89145], [0.28086, 4.73895, -1.27462], [7.02186, -0.57742, -3.14664], [-0.08673, -3.58633, 0.95589], [0.25389, 0.60571, 4.40544], [-0.09627, 1.04828, -6.69467], [-1.06664, 6.11903, -1.00696], [-1.53479, 1.79637, -2.08133], [-1.40212, 4.14401, 0.27417], [-2.22789, 1.53957, 2.96097], [-4.34999, 3.85603, -5.81963], [1.38388, 0.41141, 3.01516]],
  "atomic_forces_ev_per_a": [[-0.1, 0.1, 1.1], [0.0, -0.1, -0.4], [1.6, -1.9, 0.4], [-1.6, -1.8, -1.0], [0.4, -0.3, -0.3], [0.0, -0.1, 0.3], [-0.1, -0.2, 0.1], [-0.2, -0.4, -0.7], [2.1, 0.2, 1.0], [-0.5, 0.1, 0.2], [0.1, 0.2, 0.0], [0.1, -0.2, 0.3], [0.6, -1.0, -1.2], [-0.1, -0.2, 0.0], [0.4, 1.3, -1.7], [-1.4, 0.8, -0.8], [-1.6, 0.2, -0.7], [0.2, 0.3, -1.5], [-1.3, 2.3, 0.5], [2.0, -1.1, 0.3], [0.8, -0.3, 0.6], [-1.3, -0.7, -1.9], [-0.2, -0.7, 0.0], [-0.4, 0.8, 2.3], [-0.1, 0.7, -0.2], [-0.1, -0.1, 1.1], [-0.4, 0.1, -0.1], [0.4, -0.2, 0.1], [0.0, -0.3, 0.0], [0.1, 0.0, -0.2], [0.2, -0.2, 0.2], [-0.5, 0.2, -0.3], [0.0, -0.3, -0.1], [0.7, 0.2, 0.6], [0.6, 1.6, 0.3], [0.5, 1.0, -1.9], [-0.7, 0.3, -0.7], [-0.1, -0.2, 0.1], [0.1, -2.3, -0.9], [0.0, 0.3, 0.1], [0.1, 0.2, 0.1], [-0.2, 0.0, 0.3], [-0.3, -0.1, -0.2], [0.4, -0.1, 0.0], [-0.2, -4.7, 0.1], [0.1, -0.1, 0.2], [-0.2, 0.1, 0.1], [-0.5, -0.1, 0.2], [0.0, 0.0, 0.5], [0.1, 0.2, 0.0], [0.4, 0.0, -0.4], [0.2, -0.1, 0.2], [0.4, 0.0, 0.0], [0.1, -0.1, 0.6], [0.1, 0.0, -0.4], [-1.5, -0.9, 1.2], [0.7, -0.7, -0.5], [-1.7, 0.3, -0.8], [-0.4, 1.8, 1.6], [1.1, 1.6, 1.4], [-0.2, 0.1, -0.2], [-0.1, 0.3, -0.2], [-1.6, -2.1, 0.3], [0.1, 0.1, 0.5], [0.1, 0.3, 1.1], [-0.1, -0.3, 0.1], [0.0, 0.0, -0.6], [-1.0, 1.9, 0.2], [-1.0, -0.2, 0.3], [0.1, -0.5, 0.2], [1.9, 1.9, 0.6], [0.3, -0.6, 0.8], [0.3, -0.3, -0.2], [0.0, 1.3, -1.8], [1.0, 1.1, 0.7], [0.2, 0.2, -0.1], [-0.2, 0.2, 0.3], [-0.2, -0.4, -0.1], [0.3, -1.2, 0.4], [1.5, 0.4, 1.9], [-0.2, 0.0, 0.3], [0.1, 0.0, -0.4], [1.1, 0.5, 0.1], [-0.3, 0.2, 0.2], [-0.7, 0.1, 0.0], [0.0, 0.2, 0.1], [0.8, 0.0, -0.6], [1.2, -0.6, -0.4], [-0.3, -0.9, -2.2], [0.6, -0.6, -0.6], [0.0, -0.1, 1.2], [0.7, -0.2, 0.2], [5.3, 0.9, 3.9], [0.1, 0.2, -0.1], [-0.1, -0.1, 0.0], [0.0, 0.0, -0.2], [-1.6, 1.2, 1.4], [0.4, 0.0, -0.1], [-0.8, 2.5, -0.6], [0.2, -0.1, -0.2], [0.5, 0.0, -0.4], [1.3, -1.7, 1.0], [0.1, -0.3, -0.1], [0.3, 0.8, -0.8], [-7.4, 0.5, -5.3], [-1.3, 0.4, 0.3], [-0.1, 0.0, 0.2]],
  "mulliken_charge": [0.08, 0.14, 0.42, 0.01, -0.53, 0.29, 0.28, 0.06, 0.29, -0.60, 0.21, -0.58, 0.12, 0.30, 0.30, -0.56, -0.55, -0.55, 0.26, 0.27, -0.33, 0.29, -0.72, -0.41, 0.39, -0.27, 0.27, 0.75, 0.29, 0.28, 0.26, -0.39, 0.29, -0.86, -0.55, -0.20, -0.33, 0.21, -0.70, 0.31, 0.28, 0.09, 0.79, 0.22, -0.31, 0.30, 0.28, -0.59, -0.62, 0.29, -0.58, 0.76, 0.69, -0.38, 0.10, -0.13, -0.31, -0.54, 0.08, 0.34, 0.29, 0.22, 0.17, -0.63, -0.30, 0.30, -0.33, 0.12, -0.32, -0.59, 0.30, -0.97, -0.61, 0.37, -0.55, 0.32, 0.22, 0.76, -0.33, 0.30, 0.23, 0.22, 0.12, 0.22, -0.01, 0.35, -0.29, -0.32, 0.33, -0.22, -0.17, 0.66, 0.37, 0.29, 0.26, 0.26, 0.22, 0.26, 0.24, 0.14, -0.69, 0.26, 0.33, -0.16, -0.49, -0.35, 0.24]
}